Here is a molecular structure, C36H46PTb in a non-equilibrium geometry from the OMol25 dataset. Energies are from wB97M-V/def2-TZVPD.

Output
- DFT total energy: -2564.99742 hartree
- Highest occupied orbital energy (spin up / spin down): -7.5 / -7.7 eV

Geometry as ORCA input:
```
! wB97M-V def2-TZVPD RIJCOSX def2/J DEFGRID3
* xyz 0 7
Tb -1.124 -0.304 -0.215
P 0.964 1.140 1.977
C -1.266 2.068 3.381
C -1.632 1.686 1.100
C 1.871 -3.133 -2.816
C -1.409 2.909 -3.045
C 1.511 -2.344 -1.552
C -0.135 0.948 -2.276
C -2.516 2.667 3.509
C 1.150 -2.814 4.266
C -0.762 1.759 2.154
C 2.295 -2.108 3.970
C 1.789 2.311 3.077
C -0.199 -1.119 3.266
C -1.143 0.032 -2.790
C -0.023 2.435 -2.629
C -3.183 -1.940 -3.194
C 2.487 3.132 5.204
C 2.897 -1.804 -1.089
C -3.344 2.742 2.417
C 0.540 -1.232 -1.891
C -1.687 -3.681 -2.196
C -0.795 -1.301 -2.514
C 1.898 2.120 4.442
C -1.693 -2.408 -3.052
C 2.204 3.505 2.461
C 2.195 -0.872 3.327
C -2.818 -1.829 0.570
C 0.935 -3.220 -0.426
C 0.917 0.119 -1.787
C -0.103 -2.342 3.881
C 2.952 4.302 4.626
C 0.940 -0.380 2.986
C 0.932 2.595 -3.827
C 2.750 4.517 3.255
C 0.478 3.198 -1.410
C -2.868 2.382 1.203
C -1.249 -2.683 -4.485
H 0.550 1.922 -4.644
H -1.007 -2.959 4.015
H 2.113 3.631 1.357
H -1.859 -3.522 -4.913
H -0.622 1.924 4.287
H -0.265 3.053 -0.580
H 0.901 3.619 -4.251
H -3.317 -1.179 -4.019
H 0.474 4.290 -1.547
H -4.404 3.055 2.480
H 1.870 0.469 -1.423
H -0.132 -3.241 -0.437
H -1.168 -0.738 2.950
H -3.556 -2.066 -0.165
H -3.638 -1.531 -2.285
H 3.365 -1.181 -1.923
H 1.428 2.824 -1.110
H -3.511 2.528 0.322
H -2.529 -4.283 -2.515
H 1.622 1.174 4.900
H -2.015 0.359 -3.346
H -2.100 2.711 -2.232
H 3.608 -2.596 -0.789
H -1.413 -1.855 -5.227
H 3.285 5.335 2.728
H 3.240 -2.468 4.243
H 2.813 -1.086 -0.242
H 1.310 -2.828 0.576
H -1.449 4.023 -3.152
H 2.197 -2.422 -3.620
H -3.382 -1.245 1.323
H -2.517 -2.789 0.998
H -2.861 2.958 4.461
H -1.820 2.461 -3.986
H -0.183 -2.996 -4.570
H 2.585 2.931 6.275
H 3.534 5.011 5.218
H -0.722 -4.289 -2.283
H 1.015 -3.749 -3.210
H 1.274 -3.815 4.736
H 2.704 -3.871 -2.697
H 3.117 -0.332 3.064
H -1.753 -3.506 -1.113
H 1.280 -4.290 -0.513
H 1.996 2.325 -3.514
H -3.813 -2.821 -3.508
*
```

Löwdin analysis output, partial charges in e: 1.5664 1.0719 -0.1048 -0.3052 -0.0632 -0.0667 -0.5400 -0.2862 -0.0796 -0.0894 -0.4819 -0.0810 -0.3945 -0.1118 -0.1132 -0.5798 -0.0606 -0.0818 -0.0710 -0.1201 -0.2657 -0.0461 -0.2598 -0.1053 -0.5331 -0.0915 -0.1167 -0.2997 -0.0416 -0.1237 -0.0767 -0.0890 -0.4135 -0.0465 -0.0825 -0.0585 -0.1404 -0.0585 0.0974 0.1193 0.1053 0.0964 0.1161 0.0713 0.0835 0.0912 0.0921 0.1156 0.1035 0.0133 0.0932 -0.0646 0.0642 0.1071 0.0558 0.0931 0.0802 0.1061 0.1066 0.0723 0.0921 0.1016 0.1121 0.0874 0.0723 0.1006 0.0981 0.1065 -0.0270 -0.0326 0.0870 0.0962 0.0710 0.1074 0.1048 0.0977 0.0632 0.1163 0.0939 0.1185 0.0441 0.1104 0.1031 0.0978

---

Here is a gas-phase ion, C3H8N2O2 (charge +1) in a non-equilibrium geometry from the OMol25 dataset. Energies are from wB97M-V/def2-TZVPD.

Output
- DFT total energy: -378.73783 hartree
- Highest occupied orbital energy (spin up / spin down): -15.0 / -14.9 eV

Geometry as ORCA input:
```
! wB97M-V def2-TZVPD RIJCOSX def2/J DEFGRID3
* xyz 1 2
O -2.528 0.407 -0.024
O 1.480 1.624 0.404
N 2.215 -0.479 0.615
N -0.184 -1.176 -0.772
C -1.214 0.973 -0.080
C 1.283 0.429 0.325
C -0.175 -0.105 0.202
H -1.046 -1.142 -1.304
H 2.924 -0.185 1.281
H -2.596 -0.502 -0.331
H 2.064 -1.437 0.337
H -0.360 -0.480 1.217
H -1.344 1.737 0.685
H 0.537 -1.078 -1.486
H -1.056 1.415 -1.070
*
```

Löwdin analysis output, partial charges in e: -0.0295 0.3361 0.2492 0.1464 -0.1843 -0.3722 -0.2397 0.1043 0.1638 0.0834 0.1397 0.1901 0.1454 0.1258 0.1414

---

Here is a gas-phase ion, C5H9N4 (charge +1) in a non-equilibrium geometry from the OMol25 dataset. Energies are from wB97M-V/def2-TZVPD.

Output
- DFT total energy: -414.64807 hartree
- Highest occupied orbital energy: -12.4 eV

Geometry as ORCA input:
```
! wB97M-V def2-TZVPD RIJCOSX def2/J DEFGRID3
* xyz 1 1
N 0.895 -0.439 1.968
N 0.708 1.967 1.373
N 0.134 0.354 0.023
N 0.293 2.577 0.193
C 0.535 -1.532 1.198
C 0.016 1.583 -0.837
C 0.059 -1.043 0.011
C -0.764 -1.822 -1.052
C 0.678 0.645 1.183
H -1.085 1.687 -1.224
H 0.877 3.327 -0.128
H -1.420 -1.049 -1.570
H -1.303 -2.556 -0.526
H 0.603 -2.514 1.635
H 1.415 -0.176 2.856
H 0.439 2.460 2.171
H -0.083 -2.307 -1.705
H 0.762 1.513 -1.623
*
```

Löwdin analysis output, partial charges in e: 0.1557 0.0928 0.0802 -0.0050 -0.0038 -0.0420 -0.1857 0.0232 -0.2982 0.1641 0.1349 0.1100 0.0651 0.1395 0.2197 0.1478 0.0699 0.1318